Entry from OMol25: a cluster of 11 separate species, C42H91N9O19 in total in a non-equilibrium geometry (ωB97M-V/def2-TZVPD).

The value obtained for the highest occupied orbital energy is -8.7 eV. Its SMILES is O=C1C=C(O)C(=O)C=C1O.O=C1C=C(O)C(=O)C=C1O.C[N+](=O)[O-].C[N+](=O)[O-].COC[C@H](C)N.COC[C@H](C)N.COC[C@H](C)N.COC[C@H](C)N.COC[C@H](C)N.COC[C@H](C)N.COC[C@H](C)N. The orbital gap comes out at 6.67 eV.

Bonds (Å) are listed after each position.
Element x y z (Å)
1 C -9.8932 0.4198 4.6253  N2 1.448, H5 1.090, H6 1.090, H7 1.090
2 N -8.8448 -0.0759 3.7576  C1 1.448, O3 1.252, O4 1.275
3 O -9.0929 -0.1382 2.5323  N2 1.252
4 O -7.7594 -0.4032 4.3416  N2 1.275
5 H -10.8534 0.3113 4.1211  C1 1.090
6 H -9.7887 1.4938 4.7797  C1 1.090
7 H -9.9718 -0.1841 5.5293  C1 1.090
8 C -7.1202 9.7781 -3.4840  N9 1.477, H12 1.090, H13 1.090, H14 1.090
9 N -6.2980 9.3180 -4.6217  C8 1.477, O10 1.263, O11 1.207
10 O -5.1832 8.8090 -4.3156  N9 1.263
11 O -6.8129 9.3738 -5.7123  N9 1.207
12 H -6.4125 10.1661 -2.7514  C8 1.090
13 H -7.7552 8.9652 -3.1318  C8 1.090
14 H -7.7667 10.5784 -3.8440  C8 1.090
15 C -7.4790 -12.0163 5.8961  C16 1.489, H21 1.090, H22 1.090, H23 1.090
16 C -6.5136 -10.9211 6.1891  C15 1.489, C17 1.509, N20 1.491, H24 1.090
17 C -6.4517 -10.0052 4.9916  C16 1.509, O18 1.386, H25 1.090, H26 1.090
18 O -5.6553 -8.9075 5.2765  C17 1.386, C19 1.426
19 C -5.7542 -7.9224 4.2505  O18 1.426, H27 1.090, H28 1.090, H29 1.090
20 N -7.0119 -10.2016 7.3960  C16 1.491, H30 1.010, H31 1.010
21 H -6.9533 -12.9655 5.7924  C15 1.090
22 H -7.8464 -11.9628 4.8713  C15 1.090
23 H -8.3502 -12.0165 6.5512  C15 1.090
24 H -5.5250 -11.3592 6.3261  C16 1.090
25 H -7.4399 -9.6598 4.6877  C17 1.090
26 H -5.9488 -10.5179 4.1716  C17 1.090
27 H -5.4689 -8.3306 3.2809  C19 1.090
28 H -5.1044 -7.0551 4.3669  C19 1.090
29 H -6.7679 -7.6246 3.9825  C19 1.090
30 H -6.5165 -9.3303 7.2716  N20 1.010
31 H -6.5735 -10.6876 8.1651  N20 1.010
32 C 7.5208 6.7618 -5.8894  C33 1.573, H38 1.090, H39 1.090, H40 1.090
33 C 8.0540 6.5996 -4.4185  C32 1.573, C34 1.527, N37 1.460, H41 1.090
34 C 7.4970 7.6076 -3.4161  C33 1.527, O35 1.432, H42 1.090, H43 1.090
35 O 8.2688 7.4534 -2.2193  C34 1.432, C36 1.440
36 C 7.8866 8.4060 -1.2090  O35 1.440, H44 1.090, H45 1.090, H46 1.090
37 N 7.8735 5.2041 -4.0285  C33 1.460, H47 1.010, H48 1.010
38 H 7.6403 5.8198 -6.4245  C32 1.090
39 H 8.0457 7.6022 -6.3437  C32 1.090
40 H 6.4554 6.9795 -5.8140  C32 1.090
41 H 9.0996 6.9060 -4.4483  C33 1.090
42 H 6.4267 7.4398 -3.2954  C34 1.090
43 H 7.6377 8.6206 -3.7930  C34 1.090
44 H 6.9788 8.9576 -1.4538  C36 1.090
45 H 8.6853 9.1320 -1.0571  C36 1.090
46 H 7.6682 7.8666 -0.2873  C36 1.090
47 H 8.0047 5.0396 -3.0406  N37 1.010
48 H 8.6439 4.6437 -4.3638  N37 1.010
49 C -0.5498 -3.4495 -5.2297  C50 1.491, H55 1.090, H56 1.090, H57 1.090
50 C 0.3357 -4.6339 -5.0396  C49 1.491, C51 1.528, N54 1.500, H58 1.090
51 C 1.6313 -4.4843 -5.8354  C50 1.528, O52 1.383, H59 1.090, H60 1.090
52 O 2.3550 -3.4503 -5.2711  C51 1.383, C53 1.443
53 C 3.0986 -2.6423 -6.2074  O52 1.443, H61 1.090, H62 1.090, H63 1.090
54 N 0.5627 -5.0270 -3.6101  C50 1.500, H64 1.010, H65 1.010
55 H -0.7967 -3.2073 -6.2634  C49 1.090
56 H -0.2419 -2.5373 -4.7187  C49 1.090
57 H -1.5062 -3.6954 -4.7683  C49 1.090
58 H -0.1366 -5.4966 -5.5095  C50 1.090
59 H 1.3460 -4.3873 -6.8830  C51 1.090
60 H 2.2249 -5.3969 -5.7817  C51 1.090
61 H 2.3946 -2.0005 -6.7370  C53 1.090
62 H 3.5470 -3.2816 -6.9679  C53 1.090
63 H 3.8105 -1.9595 -5.7436  C53 1.090
64 H 0.3225 -4.2425 -3.0211  N54 1.010
65 H 1.5446 -5.2251 -3.4805  N54 1.010
66 C 0.4580 4.0319 -10.2391  C67 1.514, H72 1.090, H73 1.090, H74 1.090
67 C -0.8438 4.4141 -9.5669  C66 1.514, C68 1.607, N71 1.432, H75 1.090
68 C -1.6155 3.1794 -8.8860  C67 1.607, O69 1.408, H76 1.090, H77 1.090
69 O -1.5441 2.0403 -9.7111  C68 1.408, C70 1.447
70 C -2.4366 1.8697 -10.8374  O69 1.447, H78 1.090, H79 1.090, H80 1.090
71 N -0.6352 5.4934 -8.6489  C67 1.432, H81 1.010, H82 1.010
72 H 0.3304 3.3068 -11.0429  C66 1.090
73 H 1.1157 3.5536 -9.5133  C66 1.090
74 H 0.9580 4.9064 -10.6555  C66 1.090
75 H -1.5023 4.8252 -10.3322  C67 1.090
76 H -2.6527 3.4331 -8.6670  C68 1.090
77 H -1.0839 2.8147 -8.0071  C68 1.090
78 H -2.1983 0.8619 -11.1776  C70 1.090
79 H -2.3550 2.4894 -11.7303  C70 1.090
80 H -3.4727 1.7696 -10.5139  C70 1.090
81 H -0.1523 5.3022 -7.7827  N71 1.010
82 H -1.5598 5.7757 -8.3563  N71 1.010
83 C 0.4880 9.7218 4.0065  C84 1.518, H89 1.090, H90 1.090, H91 1.090
84 C 0.8549 9.2112 2.6252  C83 1.518, C85 1.566, N88 1.419, H92 1.090
85 C 1.2825 7.7044 2.6418  C84 1.566, O86 1.355, H93 1.090, H94 1.090
86 O 2.3436 7.4537 3.4471  C85 1.355, C87 1.418
87 C 2.9770 6.1898 3.5534  O86 1.418, H95 1.090, H96 1.090, H97 1.090
88 N -0.2172 9.4468 1.7253  C84 1.419, H98 1.010, H99 1.010
89 H -0.0617 8.8831 4.4338  C83 1.090
90 H -0.1320 10.6183 4.0006  C83 1.090
91 H 1.3829 9.8871 4.6065  C83 1.090
92 H 1.6157 9.8602 2.1914  C84 1.090
93 H 1.5684 7.4304 1.6263  C85 1.090
94 H 0.5136 7.0089 2.9784  C85 1.090
95 H 2.2724 5.3771 3.7301  C87 1.090
96 H 3.5400 6.2631 4.4839  C87 1.090
97 H 3.5818 6.0263 2.6615  C87 1.090
98 H -0.6403 10.3033 2.0530  N88 1.010
99 H -0.9407 8.7578 1.8731  N88 1.010
100 C 1.3502 -7.4130 7.8698  C101 1.553, H106 1.090, H107 1.090, H108 1.090
101 C 1.9025 -6.5049 6.7373  C100 1.553, C102 1.556, N105 1.430, H109 1.090
102 C 3.2451 -5.8061 7.0967  C101 1.556, O103 1.410, H110 1.090, H111 1.090
103 O 3.6446 -4.8204 6.1704  C102 1.410, C104 1.385
104 C 4.8563 -4.2266 6.4844  O103 1.385, H112 1.090, H113 1.090, H114 1.090
105 N 1.9632 -7.3520 5.5869  C101 1.430, H115 1.010, H116 1.010
106 H 0.4605 -7.9789 7.5934  C100 1.090
107 H 1.1758 -6.9119 8.8220  C100 1.090
108 H 2.1443 -8.1434 8.0246  C100 1.090
109 H 1.2274 -5.6735 6.5345  C101 1.090
110 H 3.9875 -6.5995 7.1821  C102 1.090
111 H 3.2028 -5.4829 8.1368  C102 1.090
112 H 4.6177 -3.4966 7.2579  C104 1.090
113 H 5.2207 -3.6654 5.6239  C104 1.090
114 H 5.5711 -4.9389 6.8964  C104 1.090
115 H 2.2725 -6.8636 4.7587  N105 1.010
116 H 0.9883 -7.5817 5.4565  N105 1.010
117 C 7.6440 -9.5711 0.4995  C118 1.572, H123 1.090, H124 1.090, H125 1.090
118 C 7.3310 -9.0040 -0.9325  C117 1.572, C119 1.536, N122 1.477, H126 1.090
119 C 7.0222 -10.1455 -1.9127  C118 1.536, O120 1.388, H127 1.090, H128 1.090
120 O 8.1984 -10.8234 -2.2029  C119 1.388, C121 1.452
121 C 7.8782 -11.9815 -3.0174  O120 1.452, H129 1.090, H130 1.090, H131 1.090
122 N 6.1874 -8.0701 -0.9157  C118 1.477, H132 1.010, H133 1.010
123 H 8.5735 -10.1382 0.4496  C117 1.090
124 H 6.8483 -10.2002 0.8983  C117 1.090
125 H 7.8417 -8.7977 1.2417  C117 1.090
126 H 8.2181 -8.4591 -1.2554  C118 1.090
127 H 6.4455 -9.7620 -2.7545  C119 1.090
128 H 6.3587 -10.8590 -1.4241  C119 1.090
129 H 7.4370 -11.6648 -3.9625  C121 1.090
130 H 7.2161 -12.7270 -2.5769  C121 1.090
131 H 8.8207 -12.4973 -3.2010  C121 1.090
132 H 6.4614 -7.5774 -0.0777  N122 1.010
133 H 6.3749 -7.4004 -1.6481  N122 1.010
134 C -8.2704 8.4595 5.3290  C135 1.363, C140 1.456, H144 1.080
135 C -8.8929 8.3202 6.5332  C134 1.363, C136 1.525, O143 1.392
136 C -8.5324 7.2051 7.5094  C135 1.525, O137 1.232, C138 1.482
137 O -8.9682 7.1154 8.6581  C136 1.232
138 C -7.6034 6.2004 6.9416  C136 1.482, C139 1.340, H145 1.080
139 C -7.0421 6.3778 5.7379  C138 1.340, C140 1.499, O142 1.377
140 C -7.3022 7.5128 4.7935  C134 1.456, C139 1.499, O141 1.184
141 O -6.8991 7.6619 3.6900  C140 1.184
142 O -6.1352 5.4361 5.3052  C139 1.377, H146 0.960
143 O -9.7761 9.2886 7.0006  C135 1.392, H147 0.960
144 H -8.3528 9.3153 4.6755  C134 1.080
145 H -7.3691 5.3517 7.5671  C138 1.080
146 H -6.0622 5.5819 4.3592  O142 0.960
147 H -10.1210 8.9883 7.8447  O143 0.960
148 C 0.0640 2.1662 -1.4402  C149 1.354, C154 1.463, H158 1.080
149 C 1.3581 1.8466 -1.6791  C148 1.354, C150 1.515, O157 1.359
150 C 2.1675 0.8156 -0.9196  C149 1.515, O151 1.293, C152 1.436
151 O 3.3911 0.4907 -1.1810  C150 1.293
152 C 1.3631 0.2398 0.1208  C150 1.436, C153 1.341, H159 1.080
153 C 0.0852 0.5717 0.3567  C152 1.341, C154 1.482, O156 1.363
154 C -0.7627 1.4883 -0.4415  C148 1.463, C153 1.482, O155 1.274
155 O -1.9591 1.8143 -0.1469  C154 1.274
156 O -0.5983 -0.0244 1.3744  C153 1.363, H160 0.960
157 O 1.9827 2.6026 -2.6195  C149 1.359, H161 0.960
158 H -0.3752 2.9886 -1.9853  C148 1.080
159 H 1.8598 -0.4680 0.7678  C152 1.080
160 H -1.5257 0.2181 1.4277  O156 0.960
161 H 2.9340 2.5117 -2.7110  O157 0.960

Mulliken atomic charge list, values in e, 6 entries: -0.685 0.774 -0.474 -0.475 0.310 0.264